# 1
A gas-phase ion, C8H16N3 (charge +1) in a non-equilibrium geometry, computed with wB97M-V/def2-TZVPD.

The geometry in XYZ format:
```
27
Properties=species:S:1:pos:R:3:forces:R:3
C -0.162 1.070 -0.141 1.9 -2.4 0.8
C -0.951 -0.064 0.153 -1.8 -0.7 -1.2
C 2.535 -0.445 -0.918 -1.5 0.7 -0.2
C -3.286 -1.154 0.003 2.8 -0.7 -2.2
C -3.088 1.147 -0.600 1.1 2.0 -4.0
C -0.515 -1.472 0.340 4.7 1.7 3.3
C 3.133 0.837 1.234 -1.2 -0.5 0.5
C -2.313 -0.028 -0.193 0.3 1.2 -0.1
N 1.174 1.195 -0.134 -1.4 2.0 -0.7
N 2.189 0.287 0.159 0.1 1.0 1.0
N 3.686 -0.984 -0.781 2.3 -0.3 1.7
H -0.784 1.849 -0.446 0.0 1.9 -0.6
H -4.022 -1.342 -0.763 0.1 0.4 -0.6
H -2.726 -2.043 0.183 -0.4 -0.8 0.6
H -3.795 -0.727 0.770 -1.8 0.3 3.0
H -2.782 2.154 -0.427 1.0 0.6 0.9
H -3.237 1.304 -1.772 0.5 -1.2 2.0
H -4.060 1.142 -0.275 -2.4 -0.4 1.0
H 0.609 -1.532 0.640 -1.9 0.2 -0.6
H -0.986 -1.898 1.186 -0.8 -0.8 0.4
H -0.578 -1.928 -0.563 -0.5 -2.0 -2.4
H 4.191 0.867 0.904 -0.7 -0.1 0.0
H 2.824 1.914 1.457 0.3 -1.7 0.0
H 2.995 0.101 2.109 0.5 1.6 -1.0
H 1.598 2.044 -0.566 -1.1 -0.6 0.5
H 3.995 -1.461 -1.573 1.0 -1.1 -1.0
H 4.357 -0.835 0.016 -0.9 -0.4 -1.2
```
Forces are in eV/Å.

Properties
- total energy (eV) = -13014.8713
- net charge = +1
- LUMO level (eV) = -4.4721

# 2
C19H28ClN3O3S in the gas phase, computed with wB97M-V/def2-TZVPD.

The geometry in XYZ format:
```
55
Properties=species:S:1:pos:R:3:forces:R:3
C -0.791 0.018 3.295 0.1 0.2 -0.8
S -0.453 0.710 1.660 0.0 0.4 0.2
O -0.808 2.099 1.654 -0.3 0.0 0.2
O 0.897 0.384 1.307 0.1 -0.3 0.3
N -1.453 -0.053 0.556 0.6 0.4 0.6
C -1.426 -1.499 0.614 0.1 -0.3 0.2
C -0.001 -2.024 0.799 -0.4 -0.6 -0.2
O 0.313 -2.546 1.858 0.0 -0.1 0.2
N 0.832 -1.989 -0.250 0.3 -0.1 -0.1
C 0.617 -1.274 -1.485 0.1 0.1 -0.3
C 1.649 -0.153 -1.658 -0.3 0.2 -0.2
N 3.006 -0.622 -1.412 -0.2 -0.2 0.1
C 3.904 0.266 -0.854 0.4 0.3 -0.1
C 3.803 1.631 -1.159 -0.1 0.0 0.0
C 4.718 2.540 -0.672 0.0 -0.1 0.1
C 5.778 2.137 0.123 0.1 0.0 0.1
C 5.880 0.791 0.422 -0.1 0.2 -0.1
Cl 7.183 0.240 1.422 0.2 -0.1 0.1
C 4.969 -0.138 -0.042 0.0 -0.1 0.0
C 3.088 -2.042 -1.175 -0.1 -0.2 0.1
C 2.197 -2.445 -0.006 0.2 -0.2 0.1
C -2.717 0.597 0.243 -0.5 0.2 -0.2
C -3.923 0.062 1.018 0.1 0.3 0.0
C -5.154 0.907 0.696 -0.1 -0.3 -0.1
C -5.444 0.879 -0.801 0.0 0.3 0.1
C -4.235 1.378 -1.587 -0.1 -0.3 -0.1
C -3.001 0.541 -1.261 0.1 0.3 0.2
H -0.475 -1.019 3.293 0.0 -0.2 0.0
H -0.198 0.595 3.992 0.1 0.2 0.1
H -1.846 0.129 3.510 -0.2 0.0 0.0
H -1.858 -1.907 -0.305 0.0 0.1 0.0
H -2.004 -1.884 1.466 0.1 0.0 -0.2
H -0.369 -0.816 -1.480 0.0 0.0 -0.1
H 0.670 -1.983 -2.321 -0.1 0.1 0.0
H 1.563 0.245 -2.678 -0.1 0.0 0.1
H 1.407 0.635 -0.938 0.0 0.0 -0.2
H 3.007 1.983 -1.793 -0.1 0.0 -0.1
H 4.612 3.585 -0.923 0.0 0.1 0.0
H 6.499 2.843 0.501 0.1 0.0 0.0
H 5.097 -1.164 0.260 0.0 -0.1 0.0
H 2.776 -2.561 -2.088 0.1 0.0 0.1
H 4.118 -2.332 -0.981 -0.1 0.0 -0.1
H 2.547 -1.975 0.919 0.0 -0.1 -0.1
H 2.191 -3.531 0.140 0.1 0.1 0.0
H -2.551 1.641 0.522 -0.2 -0.1 -0.1
H -3.723 0.095 2.091 0.0 -0.1 0.1
H -4.118 -0.975 0.737 0.0 -0.1 0.0
H -6.016 0.528 1.249 0.0 0.1 0.1
H -4.976 1.937 1.012 0.0 0.1 0.1
H -6.312 1.502 -1.022 -0.1 -0.1 0.0
H -5.680 -0.143 -1.107 -0.1 -0.1 0.0
H -4.039 2.420 -1.329 0.0 0.1 0.0
H -4.441 1.329 -2.658 0.0 0.1 0.0
H -2.135 0.922 -1.805 0.1 0.0 0.0
H -3.175 -0.493 -1.569 0.0 -0.1 -0.1
```
Forces are in eV/Å.

Properties
- SMILES = CS(=O)(=O)N(CC(=O)N1CCN(c2cccc(Cl)c2)CC1)C1CCCCC1
- total energy (eV) = -54128.3367
- LUMO level (eV) = 0.5616

# 3
2 unconnected molecules or ions with the total composition C2H2IN3 in a non-equilibrium geometry, computed with wB97M-V/def2-TZVPD.

The geometry in XYZ format:
```
8
Properties=species:S:1:pos:R:3:forces:R:3
I 3.408 -0.117 0.096 -0.2 0.4 0.0
C 1.433 0.217 -0.376 -0.6 -2.1 -0.7
N 0.325 -0.408 -0.367 1.7 1.1 -0.2
C 0.436 0.992 -1.036 -0.5 0.7 -1.3
H 0.125 1.735 -0.362 -1.1 1.3 0.3
H 0.228 1.236 -2.152 0.7 -1.1 1.9
N 2.506 -3.245 0.407 -1.6 -0.5 -0.5
N 1.488 -3.395 0.016 1.5 0.2 0.6
```
Forces are in eV/Å.

Properties
- SMILES = IC1=NC1.N#N
- total energy (eV) = -14675.4760
- LUMO level (eV) = 0.1616

# 4
C21H28N2O3 in the gas phase in a non-equilibrium geometry, computed with wB97M-V/def2-TZVPD.

The geometry in XYZ format:
```
54
Properties=species:S:1:pos:R:3:forces:R:3
C -3.802 -1.311 -2.329 -0.2 -0.1 -0.3
O -3.080 -1.040 -1.145 0.6 -0.1 0.3
C -1.808 -1.599 -1.113 -0.2 0.0 0.0
C -1.582 -2.604 -0.186 -0.1 0.2 0.0
C -0.343 -3.212 -0.086 0.0 0.0 0.0
C 0.668 -2.822 -0.944 0.0 -0.1 0.1
C 0.458 -1.809 -1.860 -0.1 0.1 0.0
C -0.768 -1.150 -1.950 -0.2 -0.2 0.1
N -1.016 -0.108 -2.855 -0.2 -0.1 -0.1
C -0.074 0.145 -3.925 -0.1 0.0 -0.1
C 1.072 1.091 -3.477 0.2 -0.1 -0.1
N 0.942 1.339 -2.059 -0.1 0.1 -0.3
C 1.934 0.959 -1.214 0.2 0.1 0.1
O 3.017 0.586 -1.638 0.3 -0.1 0.0
C 1.647 0.993 0.233 0.5 0.1 0.7
C 0.533 0.427 0.926 0.1 0.1 0.6
C 0.784 0.584 2.253 -0.9 -0.4 -0.5
C 0.013 0.183 3.477 0.2 0.1 0.1
C 0.887 -0.754 4.321 -0.1 0.1 -0.1
C -1.273 -0.537 3.070 0.3 0.1 0.0
C -0.324 1.441 4.289 0.1 -0.1 -0.1
O 1.972 1.215 2.424 0.2 0.1 0.3
C 2.502 1.441 1.206 -0.1 0.0 -1.1
C 3.816 2.125 1.103 -0.2 0.0 0.2
C -0.306 1.964 -1.704 -0.2 0.2 0.1
C -1.487 1.143 -2.292 -0.1 0.2 0.1
H -3.272 -0.952 -3.215 0.0 0.0 0.1
H -3.987 -2.386 -2.432 0.0 0.1 0.0
H -4.752 -0.788 -2.230 0.0 0.0 -0.1
H -2.403 -2.900 0.449 -0.1 0.0 0.0
H -0.178 -3.990 0.644 0.0 -0.1 0.1
H 1.639 -3.291 -0.891 0.1 0.0 0.0
H 1.283 -1.506 -2.484 0.1 0.1 -0.1
H -0.638 0.611 -4.740 0.1 -0.1 0.0
H 0.312 -0.807 -4.289 0.0 0.1 0.0
H 2.055 0.648 -3.643 -0.1 0.1 0.0
H 1.020 2.043 -4.018 0.0 -0.1 0.0
H -0.308 -0.065 0.485 -0.3 -0.2 0.0
H 1.810 -0.254 4.605 0.1 0.0 0.1
H 0.358 -1.052 5.223 -0.1 0.0 0.1
H 1.138 -1.647 3.752 0.0 -0.1 0.0
H -1.908 0.113 2.474 -0.1 0.1 -0.1
H -1.824 -0.838 3.958 -0.1 0.0 0.1
H -1.044 -1.425 2.486 0.0 -0.1 -0.1
H -0.950 2.113 3.705 -0.1 0.1 0.0
H -0.859 1.170 5.196 -0.1 0.0 0.1
H 0.587 1.967 4.564 0.1 0.1 0.1
H 4.488 1.754 1.874 0.1 0.0 0.0
H 4.239 1.926 0.123 0.0 0.0 0.0
H 3.706 3.202 1.236 0.0 0.1 0.0
H -0.378 2.039 -0.620 0.0 0.1 -0.1
H -0.318 2.982 -2.119 0.0 -0.1 0.1
H -1.971 1.704 -3.097 0.0 0.0 0.1
H -2.227 0.939 -1.521 0.0 0.1 -0.1
```
Forces are in eV/Å.

Properties
- SMILES = COc1ccccc1N1CCN(C(=O)c2cc(C(C)(C)C)oc2C)CC1
- total energy (eV) = -31353.9844
- LUMO level (eV) = 0.7643

# 5
A molecular structure, C31H34AsBF5N8SSeTi, computed with wB97M-V/def2-TZVPD.

The geometry in XYZ format:
```
83
Properties=species:S:1:pos:R:3:forces:R:3
Ti -0.138 0.510 0.184 -0.3 0.4 0.2
C 0.766 3.176 2.544 0.0 0.0 0.0
C 0.832 3.475 1.083 0.0 0.0 0.1
C 1.011 4.717 0.462 0.0 0.0 -0.1
C 0.954 4.451 -0.889 0.0 0.1 0.1
N 0.787 3.130 -1.053 0.0 -0.2 0.0
N 0.691 2.527 0.161 0.1 0.3 0.0
B 0.369 2.358 -2.331 -0.2 -0.1 0.0
N -1.163 2.125 -2.214 0.4 0.0 0.1
C -2.183 2.300 -3.061 -0.1 0.1 0.0
C -3.358 2.132 -2.360 0.1 0.0 0.0
C -2.965 1.841 -1.051 0.0 0.0 0.1
C -3.859 1.694 0.134 0.0 0.0 0.0
N -1.631 1.808 -0.967 -0.3 -0.2 -0.3
N 1.106 0.984 -2.364 0.1 0.3 0.2
C 1.623 0.384 -3.439 0.2 -0.1 0.0
C 2.360 -0.705 -3.012 -0.1 0.1 0.0
C 2.233 -0.710 -1.621 0.1 -0.1 0.0
C 2.877 -1.653 -0.664 0.0 0.0 0.0
N 1.465 0.315 -1.231 -0.2 -0.4 -0.5
N 0.791 3.137 -3.563 0.1 0.0 0.0
C 2.042 3.619 -3.770 0.0 0.0 0.0
C 2.139 3.994 -5.084 0.0 0.0 0.0
C 0.878 3.680 -5.636 0.0 0.0 0.0
C 0.410 3.858 -7.043 0.0 0.0 0.0
N 0.082 3.158 -4.720 0.0 0.0 0.0
H 1.238 3.975 3.113 0.0 0.0 0.0
H 1.263 2.230 2.762 0.0 0.0 0.0
H -0.273 3.091 2.873 0.0 0.0 0.0
H 1.163 5.669 0.939 0.0 0.0 0.0
H 1.018 5.111 -1.737 0.0 0.0 0.0
H -1.987 2.564 -4.085 0.0 0.0 0.0
H -4.363 2.236 -2.730 0.0 0.0 0.0
H -4.495 0.813 0.045 0.0 0.0 0.0
H -4.507 2.569 0.200 0.0 0.0 0.0
H -3.290 1.620 1.057 0.0 0.0 0.0
H 1.455 0.780 -4.427 0.0 0.0 0.0
H 2.923 -1.395 -3.615 0.0 0.0 0.0
H 3.458 -2.389 -1.217 0.0 0.0 0.0
H 2.140 -2.175 -0.056 0.0 0.0 0.0
H 3.544 -1.119 0.014 0.0 0.0 0.0
H 2.764 3.647 -2.971 0.0 0.0 0.0
H 2.987 4.434 -5.580 0.0 0.0 0.0
H 0.719 4.826 -7.438 0.0 0.0 0.0
H -0.675 3.792 -7.087 0.0 0.0 0.0
H 0.825 3.087 -7.694 0.0 0.0 0.0
F -1.270 -1.170 -1.659 -0.1 0.0 -0.1
C -2.161 -1.428 -0.647 0.2 0.0 -0.1
C -1.983 -0.729 0.523 0.0 0.0 -0.3
C -2.910 -1.015 1.491 -0.1 0.0 0.2
F -2.914 -0.326 2.669 0.1 -0.1 0.0
C -3.918 -1.954 1.343 0.0 0.0 0.0
F -4.794 -2.196 2.328 0.0 0.0 0.0
C -4.029 -2.643 0.147 0.0 0.0 0.0
F -4.991 -3.554 -0.018 0.0 0.0 0.0
C -3.140 -2.373 -0.882 0.0 0.0 0.0
F -3.244 -3.021 -2.045 0.0 0.0 0.0
C 1.360 -0.176 5.240 0.0 0.0 0.1
As -0.284 -0.296 4.222 0.1 0.0 -0.2
C -0.771 -2.147 4.507 0.0 0.0 0.0
C -1.525 0.612 5.439 -0.1 0.0 0.1
S 0.930 -0.409 1.915 0.4 -0.2 0.5
H 1.183 -0.461 6.278 0.0 0.0 0.0
H 1.743 0.843 5.202 0.0 0.0 0.0
H 2.093 -0.841 4.788 0.0 0.0 0.0
H -0.538 -2.435 5.533 0.0 0.0 0.0
H -0.221 -2.770 3.804 0.0 0.0 0.0
H -1.837 -2.266 4.324 0.0 0.0 0.0
H -1.442 0.167 6.432 0.0 0.0 0.0
H -2.535 0.493 5.056 0.0 0.0 0.0
H -1.277 1.670 5.491 0.0 0.0 0.0
Se -0.073 -3.606 0.823 -0.1 0.0 0.0
C 1.163 -4.975 1.199 0.0 0.1 0.0
C 2.169 -5.294 0.282 0.0 0.0 0.0
C 3.080 -6.297 0.567 0.0 0.0 0.0
C 2.998 -6.989 1.769 0.0 0.0 0.0
C 2.001 -6.680 2.687 0.0 0.0 0.0
C 1.087 -5.680 2.406 0.0 0.0 0.0
H 2.219 -4.751 -0.653 0.0 0.0 0.0
H 3.855 -6.542 -0.147 0.0 0.0 0.0
H 3.711 -7.772 1.990 0.0 0.0 0.0
H 1.939 -7.224 3.620 0.0 0.0 0.0
H 0.303 -5.433 3.111 0.0 0.0 0.0
```
Forces are in eV/Å.

Properties
- total energy (eV) = -219020.7457
- LUMO level (spin up / spin down) (eV) = 0.3662 / -1.6224
- spin multiplicity = 4
- expectation value of S² = 3.77

# 6
C5H9NO in the gas phase, computed with wB97M-V/def2-TZVPD.

The geometry in XYZ format:
```
16
Properties=species:S:1:pos:R:3:forces:R:3
C 0.495 1.482 -0.395 0.0 0.0 0.0
C -0.092 0.362 -0.803 0.0 0.4 -0.1
C -1.092 0.341 -1.924 0.0 -0.2 0.2
N 0.153 -0.908 -0.270 -0.2 -0.3 -0.7
C 0.439 -1.349 0.990 0.0 0.0 0.3
C 0.490 -0.335 2.102 -0.1 -0.2 0.1
O 0.605 -2.537 1.174 0.1 -0.1 0.1
H 0.239 2.423 -0.846 -0.1 0.1 -0.1
H 1.246 1.507 0.370 0.2 -0.1 0.2
H -1.254 1.338 -2.312 0.0 0.1 -0.1
H -2.044 -0.061 -1.568 0.0 0.0 -0.1
H -0.739 -0.297 -2.738 0.0 0.0 0.0
H 0.015 -1.674 -0.922 0.1 0.0 0.2
H -0.246 0.450 1.953 0.0 0.1 0.0
H 0.306 -0.851 3.040 0.0 -0.1 0.0
H 1.481 0.109 2.150 0.1 0.1 0.0
```
Forces are in eV/Å.

Properties
- SMILES = C=C(C)NC(C)=O
- total energy (eV) = -8868.5320
- LUMO level (eV) = 0.8587